95
Properties=species:S:1:pos:R:3 method="wB97M-V/def2-TZVPD" lumo_ha="-0.2673 / -0.2754" energy_ha=-2933.75838 max_force_ha_per_bohr=0.0463 total_charge=+2 homo_lumo_gap_ev="5.7 / 5.4"
Os -0.645 -0.166 -0.172
C -1.104 1.835 -0.239
Si 0.230 3.019 0.326
C 1.723 2.544 -0.778
N 2.042 1.144 -0.714
C 2.346 0.452 -1.952
C 3.760 0.845 -2.435
C 4.698 1.056 -1.239
C 4.256 0.247 -0.021
C 2.834 0.659 0.426
C 0.824 2.962 2.104
C 2.051 3.544 2.434
C 2.465 3.651 3.753
C 1.648 3.190 4.779
C 0.415 2.634 4.476
C 0.013 2.523 3.152
C -0.250 4.776 -0.064
C 0.714 5.744 -0.359
C 0.358 7.074 -0.526
C -0.968 7.462 -0.394
C -1.940 6.515 -0.102
C -1.583 5.185 0.060
H -1.313 2.066 -1.291
H -2.025 2.020 0.326
H 2.549 3.166 -0.414
H 1.487 2.834 -1.804
H 1.597 0.687 -2.702
H 2.313 -0.616 -1.739
H 3.703 1.759 -3.027
H 4.127 0.053 -3.091
H 4.717 2.114 -0.965
H 5.719 0.791 -1.510
H 4.942 0.420 0.807
H 4.287 -0.822 -0.246
H 2.873 1.440 1.181
H 2.326 -0.198 0.859
H 2.699 3.942 1.659
H 3.420 4.106 3.980
H 1.969 3.279 5.809
H -0.241 2.309 5.275
H -0.964 2.111 2.933
H 1.756 5.464 -0.470
H 1.119 7.809 -0.759
H -1.244 8.500 -0.523
H -2.975 6.814 0.001
H -2.356 4.456 0.284
O -1.592 -0.267 1.610
S -2.659 0.170 2.632
C -2.534 -1.111 3.945
C -1.580 -2.236 3.569
C -0.100 -1.836 3.569
C 0.812 -2.963 3.112
S 0.952 -3.084 1.285
O 0.744 -1.671 0.740
C -0.480 -4.107 0.938
C -1.646 -3.602 0.390
C -2.703 -4.456 0.114
C -2.578 -5.815 0.373
C -1.398 -6.318 0.905
C -0.340 -5.466 1.185
C -4.234 -0.233 1.903
C -4.320 -0.926 0.708
C -5.577 -1.191 0.183
C -6.715 -0.755 0.847
C -6.609 -0.045 2.037
C -5.361 0.228 2.572
H -3.548 -1.479 4.093
H -2.210 -0.581 4.842
H -1.873 -2.630 2.597
H -1.730 -3.042 4.292
H 0.204 -1.525 4.571
H 0.067 -0.984 2.915
H 0.481 -3.949 3.441
H 1.836 -2.808 3.450
H -1.737 -2.543 0.175
H -3.619 -4.062 -0.307
H -3.397 -6.484 0.148
H -1.295 -7.378 1.092
H 0.587 -5.861 1.586
H -3.426 -1.244 0.188
H -5.668 -1.738 -0.747
H -7.692 -0.960 0.430
H -7.498 0.306 2.543
H -5.267 0.793 3.494
C 0.005 -2.773 -2.577
C -0.765 -1.494 -2.889
C -0.499 -0.995 -4.299
O -0.427 -0.437 -1.974
H 0.026 -3.408 -3.461
H -0.452 -3.337 -1.766
H 1.035 -2.535 -2.303
H -1.840 -1.683 -2.794
H 0.571 -0.863 -4.471
H -1.006 -0.046 -4.473
H -0.876 -1.726 -5.013

103
Properties=species:S:1:pos:R:3 method="wB97M-V/def2-TZVPD" de_lowest_kcal_mol=19.1 lumo_ha=0.0015 energy_ha=-4822.09991 max_force_ha_per_bohr=0.0843 homo_lumo_gap_ev=7.9
Bi -0.232 -0.018 -0.425
C 0.124 4.788 -0.653
C -0.595 4.819 0.721
S -1.223 3.210 1.262
C -0.789 3.171 3.009
C 0.770 3.323 3.288
S 1.908 2.142 2.470
C 3.077 3.268 1.464
C 2.566 4.329 0.529
S 1.594 3.775 -0.868
H -0.629 4.404 -1.387
H 0.275 5.752 -1.019
H 0.170 5.125 1.439
H -1.397 5.537 0.684
H -1.419 3.968 3.522
H -1.104 2.147 3.310
H 1.115 4.350 3.087
H 0.944 3.179 4.392
H 3.748 3.783 2.137
H 3.631 2.555 0.797
H 2.098 5.212 1.056
H 3.434 4.746 0.073
C -3.965 -0.552 0.226
Si -2.707 0.147 -1.124
C -3.271 1.812 -1.770
C -2.857 -1.122 -2.602
C -3.845 -0.995 -3.586
C -3.876 -1.827 -4.675
C -3.029 -2.900 -4.727
C -2.077 -3.107 -3.716
C -1.949 -2.202 -2.625
Si -0.446 -2.445 -1.350
C -0.885 -3.716 -0.116
C 0.955 -3.228 -2.335
H -4.980 -0.584 -0.183
H -3.956 -0.005 1.182
H -3.630 -1.548 0.538
H -4.291 1.886 -2.199
H -2.538 2.225 -2.443
H -3.340 2.463 -0.937
H -4.601 -0.187 -3.435
H -4.585 -1.792 -5.502
H -3.053 -3.559 -5.621
H -1.417 -3.958 -3.837
H -1.434 -4.541 -0.482
H -1.564 -3.228 0.638
H 0.015 -4.052 0.406
H 0.729 -4.367 -2.539
H 1.848 -3.149 -1.673
H 1.180 -2.667 -3.286
F 0.825 -1.136 6.069
C 0.384 -0.684 4.871
F -0.872 -1.298 4.770
F 0.218 0.623 4.978
C 1.285 -1.194 3.774
C 2.625 -1.524 4.012
C 3.506 -1.885 3.020
C 2.914 -1.950 1.715
N 1.662 -1.569 1.437
C 0.853 -1.114 2.421
S -0.744 -0.549 2.034
H 3.045 -1.498 5.001
H 4.543 -2.129 3.197
H 3.510 -2.250 0.880
O 3.823 0.643 -0.539
S 3.302 -0.117 -1.666
C 3.127 1.098 -3.024
C 4.158 2.029 -3.302
C 3.977 2.841 -4.390
C 2.751 2.834 -5.047
C 1.781 1.951 -4.706
C 1.994 0.931 -3.750
C 4.667 -1.068 -2.386
C 5.893 -0.786 -1.789
C 6.956 -1.543 -2.137
C 6.805 -2.575 -3.080
C 5.547 -2.801 -3.721
C 4.461 -2.049 -3.311
H 5.000 1.959 -2.696
H 4.799 3.512 -4.626
H 2.643 3.451 -5.879
H 0.858 2.051 -5.233
H 1.250 0.213 -3.536
H 5.992 -0.161 -0.894
H 7.913 -1.471 -1.719
H 7.621 -3.256 -3.308
H 5.433 -3.510 -4.549
H 3.420 -2.223 -3.730
C -4.721 0.308 4.465
N -5.243 -0.979 4.197
C -4.304 -2.062 4.062
C -6.516 -1.060 3.837
C -7.050 -2.528 3.516
O -7.241 -0.145 3.624
H -4.138 0.747 3.598
H -4.005 0.407 5.247
H -5.574 0.972 4.677
H -3.739 -2.126 5.006
H -3.596 -1.983 3.251
H -4.725 -3.034 3.869
H -6.626 -3.383 4.099
H -6.834 -2.720 2.470
H -8.110 -2.580 3.805

102
Properties=species:S:1:pos:R:3 method="wB97M-V/def2-TZVPD" multiplicity=5 de_lowest_kcal_mol=0.0 lumo_ha="-0.2565 / -0.3956" energy_ha=-3230.00659 max_force_ha_per_bohr=0.0053 total_charge=+3 homo_lumo_gap_ev="8.7 / 5.2"
Pd -0.940 0.154 -0.045
N -7.553 -2.707 -0.341
C -6.844 -2.165 0.668
O -7.281 -1.890 1.764
C -5.404 -1.804 0.377
C -5.015 -1.138 -0.776
C -3.719 -0.668 -0.868
N -2.823 -0.869 0.103
C -3.181 -1.553 1.199
C -4.464 -2.022 1.377
H -8.502 -2.990 -0.146
H -7.106 -3.099 -1.153
H -5.717 -0.933 -1.573
H -3.390 -0.103 -1.729
H -2.418 -1.709 1.949
H -4.745 -2.528 2.290
N -0.487 0.210 2.084
C -0.397 0.501 3.191
C -0.325 0.855 4.562
C 0.768 0.422 5.324
N 1.700 0.062 5.905
C -1.360 1.665 5.061
N -2.216 2.366 5.391
C 7.912 -0.502 0.571
C 6.714 -1.449 0.591
C 6.228 -1.720 2.011
C 7.036 -2.757 -0.120
Sb 5.074 -0.478 -0.515
C 4.744 1.606 0.102
C 5.836 2.451 -0.562
C 3.371 2.103 -0.342
C 4.854 1.680 1.623
C 5.283 -0.668 -2.688
C 6.721 -0.318 -3.064
C 4.958 -2.115 -3.050
C 4.292 0.276 -3.361
H 8.742 -1.003 1.080
H 7.723 0.422 1.108
H 8.251 -0.266 -0.439
H 7.018 -2.256 2.544
H 5.340 -2.354 2.027
H 6.021 -0.810 2.567
H 7.825 -3.260 0.445
H 7.412 -2.607 -1.132
H 6.180 -3.432 -0.152
H 5.777 2.436 -1.651
H 6.836 2.150 -0.264
H 5.704 3.491 -0.248
H 3.237 2.064 -1.421
H 3.302 3.156 -0.048
H 2.521 1.598 0.130
H 5.847 1.422 1.978
H 4.129 1.039 2.127
H 4.663 2.711 1.935
H 7.445 -1.009 -2.631
H 6.997 0.699 -2.784
H 6.816 -0.392 -4.152
H 5.627 -2.830 -2.571
H 5.075 -2.234 -4.132
H 3.930 -2.377 -2.794
H 4.515 1.325 -3.175
H 3.260 0.071 -3.059
H 4.357 0.122 -4.443
C -0.215 -3.021 -5.391
C 0.758 -2.229 -4.514
C 0.093 -1.110 -3.786
N -0.023 -1.025 -2.510
N -0.708 0.100 -2.116
C -1.113 0.866 -3.108
N -1.823 1.984 -2.929
S -0.655 0.227 -4.641
H 0.310 -3.835 -5.885
H -0.657 -2.396 -6.167
H -1.019 -3.449 -4.792
H 1.566 -1.822 -5.128
H 1.209 -2.871 -3.757
H -1.994 2.305 -1.981
H -2.065 2.573 -3.707
O -1.880 2.103 -0.008
S -2.757 2.447 1.238
C -4.440 2.224 0.755
C -5.230 1.476 1.616
C -6.573 1.290 1.309
C -7.092 1.842 0.148
C -6.285 2.588 -0.712
C -4.952 2.793 -0.408
C -2.604 4.204 1.395
C -2.950 4.735 2.631
C -2.910 6.111 2.793
C -2.518 6.923 1.736
C -2.160 6.370 0.513
C -2.203 4.996 0.330
H -4.812 1.053 2.522
H -7.202 0.711 1.973
H -8.139 1.705 -0.089
H -6.710 3.030 -1.603
H -4.330 3.409 -1.046
H -3.252 4.096 3.452
H -3.181 6.547 3.744
H -2.487 7.996 1.868
H -1.848 7.011 -0.301
H -1.911 4.552 -0.613

110
Properties=species:S:1:pos:R:3 method="wB97M-V/def2-TZVPD" multiplicity=2 de_lowest_kcal_mol=41.6 lumo_ha="0.0173 / -0.0605" energy_ha=-4488.38742 max_force_ha_per_bohr=0.0429 homo_lumo_gap_ev="7.2 / 5.1"
Ir -0.619 0.289 0.439
C -0.403 -5.346 -0.062
C -0.913 -4.646 -1.319
C -0.991 -5.661 -2.457
C -2.304 -4.043 -1.117
N 0.048 -3.571 -1.700
C 0.799 -3.554 -2.863
C 1.514 -2.409 -2.862
N 1.252 -1.752 -1.687
B 1.719 -0.315 -1.315
N 1.605 0.551 -2.557
C 2.553 1.265 -3.241
C 1.901 2.094 -4.081
N 0.539 1.909 -3.884
C 0.367 0.959 -2.929
S -1.084 0.311 -2.268
C -0.527 2.765 -4.470
C 0.107 3.774 -5.425
C -1.224 3.520 -3.339
C -1.508 1.897 -5.257
N 3.030 -0.308 -0.553
C 3.828 -1.411 -0.323
C 4.694 -1.090 0.650
N 4.431 0.214 1.045
C 3.407 0.711 0.281
S 2.773 2.260 0.155
C 5.097 0.741 2.272
C 4.878 -0.282 3.391
C 6.586 0.889 1.960
C 4.546 2.081 2.745
C 0.342 -2.457 -0.994
S -0.281 -2.022 0.561
H -1.129 -6.096 0.252
H -0.266 -4.643 0.756
H 0.546 -5.846 -0.258
H -1.724 -6.417 -2.179
H -0.041 -6.168 -2.624
H -1.322 -5.201 -3.388
H -3.018 -4.857 -0.987
H -2.595 -3.456 -1.989
H -2.348 -3.395 -0.246
H 0.745 -4.329 -3.599
H 2.179 -2.004 -3.602
H 0.794 0.112 -0.688
H 3.604 1.134 -3.062
H 2.291 2.793 -4.793
H 0.787 4.453 -4.910
H -0.694 4.370 -5.860
H 0.639 3.283 -6.241
H -0.500 4.103 -2.768
H -1.710 2.820 -2.664
H -1.969 4.196 -3.760
H -1.001 1.418 -6.096
H -2.305 2.527 -5.650
H -1.948 1.129 -4.626
H 3.720 -2.324 -0.878
H 5.479 -1.673 1.091
H 5.412 -1.216 3.212
H 3.819 -0.502 3.494
H 5.234 0.131 4.335
H 7.034 -0.056 1.654
H 7.113 1.239 2.848
H 6.733 1.616 1.161
H 3.476 2.038 2.934
H 4.724 2.877 2.029
H 5.059 2.316 3.679
N -0.686 3.883 1.460
C -1.173 3.382 0.319
N -2.062 4.108 -0.406
O -0.763 2.309 -0.171
H -1.162 4.658 1.892
H -0.286 3.179 2.105
H -2.548 4.889 -0.003
H -2.483 3.639 -1.189
C -3.954 0.412 3.943
C -3.245 -0.742 3.669
C -2.392 -0.806 2.573
C -2.196 0.284 1.712
C -2.968 1.419 1.993
C -3.827 1.487 3.079
H -4.603 0.470 4.806
H -3.341 -1.605 4.318
H -1.871 -1.736 2.393
H -2.942 2.264 1.325
H -4.402 2.390 3.251
C -5.917 -3.062 -0.584
O -4.953 -2.156 -1.134
C -4.970 -0.916 -0.688
S -5.943 -0.247 0.469
S -3.858 0.208 -1.232
H -5.838 -3.960 -1.189
H -6.920 -2.641 -0.649
H -5.673 -3.275 0.456
O 0.159 1.983 3.266
C 0.460 0.800 3.155
O 0.507 0.109 2.061
C 0.880 0.007 4.356
C 0.956 -1.378 4.313
C 1.321 -2.120 5.437
C 1.600 -1.411 6.579
O 1.987 -1.893 7.798
C 2.085 -0.759 8.660
O 1.854 0.410 7.882
C 1.519 -0.029 6.625
C 1.160 0.715 5.535
H 0.722 -1.879 3.384
H 1.381 -3.198 5.416
H 3.090 -0.719 9.085
H 1.324 -0.834 9.443
H 1.084 1.791 5.558